No. 1
{
  "formula": "C18H13ClO7",
  "method": "wB97M-V/def2-TZVPD",
  "largest_force_ev_per_a": 18.89,
  "mol_weight_g_mol": 376.75,
  "total_charge": 0,
  "gap_ha": 0.292,
  "lumo_ev": -0.24,
  "elements": ["C", "H", "H", "H", "O", "C", "O", "C", "C", "C", "C", "C", "C", "C", "C", "C", "O", "C", "O", "H", "O", "C", "O", "C", "C", "C", "C", "O", "H", "H", "H", "Cl", "H", "C", "H", "H", "H", "H", "H"],
  "coordinates": [[-4.8910, -0.5978, 2.6532], [-5.7611, -0.1906, 2.8321], [-4.8894, -1.5839, 2.3946], [-4.1560, -0.4179, 3.3180], [-4.4270, -0.1615, 1.2313], [-5.1859, -0.3215, 0.3141], [-6.1790, -1.0834, 0.3677], [-4.5589, 0.5379, -1.0374], [-3.0954, 0.6367, -0.9329], [-2.1688, -0.5008, -0.9370], [-0.8413, -0.0322, -0.8015], [0.0670, -1.1541, -1.0189], [1.5381, -1.1577, -0.9067], [1.9715, 0.4238, -0.5187], [1.0152, 1.3400, -0.5924], [-0.4031, 1.0482, -0.4775], [-1.1456, 1.9602, -0.4612], [-2.5690, 1.9142, -0.5437], [-3.1177, 3.0606, -0.6128], [1.3185, 2.4160, -0.1693], [3.2436, 0.6275, -0.5442], [3.8637, 0.1833, 0.7377], [3.4650, -0.3984, 1.5466], [5.3458, 0.4071, 0.6325], [6.4325, 0.1793, 1.0665], [7.6953, 0.5254, 0.7070], [7.2292, 0.9267, -0.4444], [5.9368, 1.1906, -0.6373], [7.6989, 1.5831, -1.0923], [8.6439, 0.3806, 1.1661], [6.3443, -0.4189, 2.1774], [2.6421, -2.2665, -1.0863], [-0.1039, -2.2271, -1.0747], [-2.7215, -1.9795, -1.1514], [-3.8153, -1.9626, -1.1578], [-2.3121, -2.2833, -0.2769], [-2.2787, -2.2483, -2.2336], [-4.9356, 1.5572, -0.6153], [-4.8949, 0.0878, -1.8207]],
  "forces_ev_per_a": [[2.89, -1.06, -5.10], [-4.49, 1.97, 0.90], [-0.86, -3.02, 0.51], [2.55, 1.18, 1.84], [4.52, 2.49, 7.64], [-4.59, -2.73, -6.49], [1.52, 2.12, -0.90], [0.06, 2.61, 8.73], [2.21, -3.07, 1.16], [-5.03, 4.48, -0.98], [-1.64, -16.89, -2.81], [6.54, -2.08, 0.87], [-7.19, 9.23, 1.60], [-3.21, -5.86, -3.07], [0.28, 3.53, 3.69], [10.20, 2.48, -0.29], [-8.00, 10.91, 1.98], [-0.44, 4.26, -2.41], [1.62, -4.31, 1.08], [-0.68, -2.20, -1.53], [3.51, 0.65, 3.00], [8.25, 6.93, -11.93], [-7.07, -7.13, 10.55], [-8.21, 5.26, -8.77], [6.03, -8.00, 16.01], [-0.01, -0.94, -0.68], [0.75, 5.11, -3.76], [-1.68, -2.41, 1.18], [1.68, 0.48, -1.97], [0.22, -0.11, -0.05], [0.16, 1.27, -2.67], [2.57, -3.08, -0.47], [-1.64, 0.31, -0.46], [0.93, 4.27, -4.45], [0.39, -0.10, 0.02], [1.19, -2.85, 2.24], [-0.90, -0.27, 2.87], [0.09, -1.45, -2.05], [-2.54, -2.01, -5.03]]
}



No. 2
{
  "formula": "C24H32Cl2InN3O3",
  "method": "wB97M-V/def2-TZVPD",
  "largest_force_ev_per_a": 4.85,
  "mol_weight_g_mol": 596.26,
  "total_charge": 0,
  "gap_ha": [0.123, 0.123],
  "lumo_ev": [-0.56, -0.56],
  "elements": ["O", "C", "C", "C", "H", "C", "H", "C", "H", "C", "H", "C", "H", "H", "C", "C", "H", "H", "H", "C", "C", "H", "H", "H", "H", "In", "Cl", "Cl", "H", "H", "C", "C", "N", "H", "C", "O", "H", "H", "H", "H", "H", "H", "C", "C", "N", "H", "C", "O", "H", "H", "H", "H", "N", "C", "C", "C", "C", "C", "C", "C", "H", "H", "H", "H", "H"],
  "coordinates": [[0.8341, -1.3190, 1.6446], [1.1303, -1.5971, 2.8349], [1.6466, -2.9587, 3.2248], [1.0056, -4.1418, 2.7770], [0.1171, -4.0410, 2.1341], [1.5369, -5.3802, 3.1627], [1.0002, -6.2812, 2.8396], [2.7254, -5.4629, 3.9102], [3.1385, -6.4197, 4.1883], [3.4538, -4.2871, 4.1781], [4.4320, -4.3285, 4.6230], [2.9128, -3.0575, 3.8445], [3.4881, -2.1354, 4.0119], [2.2133, -0.8942, 4.1003], [-0.0664, -1.0218, 4.8334], [1.1311, -0.6570, 3.8814], [-0.3064, -0.1704, 5.4813], [0.2157, -1.8487, 5.4934], [-0.9573, -1.3565, 4.2680], [1.3347, 0.7810, 3.5192], [0.2915, 1.7724, 3.6017], [2.3280, 1.0508, 3.2285], [-0.0761, 1.9884, 4.6274], [-0.5946, 1.5727, 2.9810], [0.7705, 2.6953, 3.2215], [0.5899, -1.0246, -0.4097], [-1.4932, -2.2243, 0.0222], [2.7797, -0.0168, -0.3678], [0.3016, -5.8902, -1.4820], [-1.5679, -5.8963, -2.7026], [0.5155, -4.8215, -1.4602], [-1.7194, -4.8172, -2.6169], [-0.4231, -4.1741, -2.3882], [1.5507, -4.6642, -1.7906], [-0.1523, -2.9561, -2.8831], [0.8480, -2.2874, -2.5310], [-2.1546, -4.4535, -3.5539], [-0.8928, -2.5781, -3.5975], [0.4043, -4.4617, -0.4297], [-2.4279, -4.6204, -1.7996], [3.2729, 4.5354, -3.3236], [5.0198, 1.6422, -3.3884], [3.0996, 3.8837, -2.4470], [4.3795, 1.7337, -2.5095], [3.1616, 2.4810, -2.8030], [2.0966, 4.0939, -2.0563], [2.0091, 1.8556, -3.1810], [0.8720, 2.3101, -3.0753], [4.0518, 0.7433, -2.1639], [2.2331, 0.8624, -3.6001], [3.8782, 4.1066, -1.7053], [4.9040, 2.2452, -1.6809], [-0.4675, 0.8608, -0.5052], [-1.2693, 1.6783, -0.7786], [-2.2598, 2.5749, -1.1891], [-2.4663, 3.7761, -0.5042], [-3.5054, 4.6303, -0.9027], [-4.3054, 4.2974, -2.0035], [-4.0724, 3.1083, -2.7102], [-3.0577, 2.2372, -2.2918], [-1.8235, 4.0448, 0.3387], [-3.7192, 5.5637, -0.3822], [-5.1112, 4.9535, -2.3351], [-4.6771, 2.8630, -3.5846], [-2.8586, 1.2933, -2.8026]],
  "forces_ev_per_a": [[-0.43, -0.68, -0.63], [0.65, -2.06, -1.72], [0.42, -0.27, -1.52], [0.58, 0.48, 0.47], [0.36, -0.20, 0.48], [-0.27, 0.16, -0.11], [0.36, 0.25, 0.28], [-0.01, 0.84, -0.56], [-0.04, -0.14, 0.01], [-0.93, -0.59, -0.17], [0.18, -0.12, 0.18], [-0.40, 0.31, -0.02], [-0.20, -0.64, -0.01], [-0.82, -0.09, 1.30], [0.88, 0.04, 0.56], [-0.11, 3.15, 1.31], [-0.06, -0.15, -0.21], [-0.04, -0.01, -0.07], [0.46, 0.41, 0.10], [0.15, -2.52, 0.59], [-0.28, 1.65, -0.01], [0.32, 0.08, -0.34], [-0.05, 0.03, -0.30], [-0.21, 0.06, -0.08], [-0.65, 0.00, 0.21], [0.72, -0.55, 0.88], [0.35, 0.17, -0.64], [-0.78, -0.61, -0.23], [0.05, 0.07, 0.05], [-0.03, 0.16, -0.03], [0.04, 0.05, -0.15], [0.07, 0.06, -0.14], [0.18, 0.52, -0.32], [-0.37, 0.09, 0.07], [0.19, -0.79, 1.12], [-0.66, 0.20, 0.25], [0.10, -0.02, 0.20], [0.10, 0.00, -0.03], [-0.07, 0.06, -0.24], [0.33, 0.05, -0.10], [-0.06, -0.26, 0.28], [0.19, 0.11, 0.10], [-0.08, 0.34, -0.01], [-0.42, -0.28, -0.06], [-0.65, 0.33, -0.14], [0.34, 0.10, 0.02], [0.32, 0.23, 0.63], [0.75, -0.18, -0.43], [0.61, 0.34, -0.24], [-0.27, -0.17, 0.16], [-0.39, -0.03, -0.10], [-0.19, -0.40, -0.49], [-2.89, 2.98, -0.97], [3.36, -3.38, 0.93], [-1.11, 1.12, -0.35], [-0.36, 0.61, 0.16], [0.01, -0.32, -0.29], [0.36, -0.48, -0.06], [0.39, -0.12, 0.34], [-0.28, 0.15, -0.23], [-0.26, -0.16, -0.28], [0.28, -0.31, 0.00], [0.27, -0.11, 0.20], [0.19, 0.02, 0.31], [-0.15, 0.35, 0.06]]
}



No. 3
{
  "formula": "C3H9N3O",
  "method": "wB97M-V/def2-TZVPD",
  "largest_force_ev_per_a": 1.30,
  "mol_weight_g_mol": 103.12,
  "total_charge": 0,
  "gap_ha": 0.374,
  "lumo_ev": 0.87,
  "smiles": "NCNCC(N)=O",
  "elements": ["N", "C", "N", "C", "C", "N", "O", "H", "H", "H", "H", "H", "H", "H", "H", "H"],
  "coordinates": [[2.1265, 0.9397, -0.7646], [1.7809, -0.3114, -0.1290], [0.3253, -0.5551, -0.2953], [-0.4680, 0.5093, 0.3494], [-1.9202, 0.2400, -0.0241], [-2.4376, -0.9705, 0.4749], [-2.5582, 0.9531, -0.7596], [3.0507, 1.2757, -0.5467], [2.0096, 0.8641, -1.7660], [2.2426, -1.1645, -0.6231], [2.0261, -0.2826, 0.9272], [0.1336, -1.4038, 0.2300], [-0.3213, 0.5724, 1.4284], [-0.2238, 1.4251, -0.1617], [-3.4085, -1.0535, 0.1789], [-2.3577, -1.0379, 1.4811]],
  "forces_ev_per_a": [[-0.28, 0.12, 0.07], [-0.91, -0.08, -0.74], [0.50, 0.34, 0.83], [-0.43, -0.51, -1.11], [-0.05, -0.28, 0.36], [-0.39, 0.67, -0.18], [0.12, -0.12, -0.09], [0.10, -0.13, 0.03], [0.10, 0.05, -0.02], [0.30, -0.27, 0.25], [0.43, 0.14, 0.29], [-0.09, -0.19, -0.39], [0.04, 0.14, 0.24], [0.20, 0.45, 0.31], [0.19, -0.10, 0.17], [0.18, -0.24, 0.00]]
}



No. 4
{
  "formula": "C39H64F2KN3P2S",
  "method": "wB97M-V/def2-TZVPD",
  "largest_force_ev_per_a": 0.16,
  "mol_weight_g_mol": 746.07,
  "total_charge": -2,
  "gap_ha": 0.191,
  "lumo_ev": 3.93,
  "elements": ["K", "C", "C", "C", "P", "C", "C", "C", "C", "C", "C", "C", "C", "C", "C", "N", "C", "C", "C", "C", "C", "C", "C", "P", "C", "C", "C", "C", "C", "C", "H", "H", "H", "H", "H", "H", "H", "H", "H", "H", "H", "H", "H", "H", "H", "H", "H", "H", "H", "H", "H", "H", "H", "H", "H", "H", "H", "H", "H", "H", "H", "H", "H", "H", "H", "H", "H", "H", "H", "H", "C", "C", "N", "C", "C", "S", "C", "C", "N", "H", "H", "H", "H", "H", "H", "H", "H", "H", "H", "H", "H", "H", "H", "F", "C", "F", "H", "C", "C", "C", "C", "C", "C", "H", "H", "H", "H", "H", "H", "H", "H", "H"],
  "coordinates": [[0.5791, -0.7904, 0.3074], [3.7791, 2.7134, 1.0337], [2.6278, 3.6066, 0.5670], [3.1895, 4.8667, -0.0961], [1.3921, 2.5509, -0.3812], [1.6203, 3.1078, -2.1465], [2.9375, 2.5772, -2.7102], [0.4517, 2.5693, -2.9702], [-0.1976, 3.3842, 0.0048], [-0.2765, 4.7511, 0.2662], [-1.4522, 5.4054, 0.6056], [-1.4793, 6.8790, 0.9160], [-2.6059, 4.6229, 0.6738], [-2.5734, 3.2701, 0.4257], [-1.3744, 2.5838, 0.0764], [-1.3502, 1.2730, -0.2669], [-2.2631, 0.4137, 0.2833], [-2.6671, 0.4832, 1.6366], [-3.5253, -0.4410, 2.1902], [-4.0419, -1.4942, 1.4369], [-4.9083, -2.5558, 2.0611], [-3.6459, -1.5817, 0.1117], [-2.7654, -0.6744, -0.4792], [-2.1188, -0.8377, -2.1847], [-3.2102, 0.3301, -3.1855], [-3.7100, 1.5498, -2.4193], [-2.4672, 0.7794, -4.4447], [-2.9045, -2.4440, -2.7339], [-2.7854, -2.6277, -4.2482], [-2.2528, -3.6397, -2.0400], [4.4619, 3.2750, 1.6825], [4.3608, 2.3567, 0.1765], [3.3973, 1.8535, 1.5902], [2.0630, 3.8998, 1.4571], [3.8688, 4.6115, -0.9125], [3.7700, 5.4383, 0.6361], [2.4281, 5.5297, -0.5068], [1.6092, 4.2032, -2.1900], [2.9183, 1.4864, -2.7375], [3.8026, 2.8771, -2.1164], [3.0914, 2.9333, -3.7348], [0.3869, 1.4813, -2.8784], [0.5788, 2.8190, -4.0299], [-0.4994, 2.9792, -2.6259], [0.6292, 5.3454, 0.2263], [-0.5280, 7.3474, 0.6550], [-1.6565, 7.0719, 1.9793], [-2.2665, 7.3975, 0.3598], [-3.5561, 5.0894, 0.9253], [-3.4925, 2.7001, 0.4824], [-2.2456, 1.2660, 2.2554], [-3.7728, -0.3664, 3.2454], [-5.5356, -2.1438, 2.8553], [-4.3002, -3.3516, 2.5014], [-5.5643, -3.0176, 1.3192], [-4.0300, -2.4134, -0.4669], [-4.0861, -0.2624, -3.4787], [-2.8807, 2.1810, -2.0996], [-4.2654, 1.2629, -1.5259], [-4.3707, 2.1431, -3.0613], [-1.6282, 1.4200, -4.1695], [-3.1311, 1.3536, -5.1006], [-2.0641, -0.0581, -5.0161], [-3.9723, -2.4075, -2.4870], [-1.7407, -2.5536, -4.5646], [-3.3621, -1.8921, -4.8103], [-3.1462, -3.6220, -4.5304], [-1.2533, -3.8102, -2.4423], [-2.8344, -4.5504, -2.2202], [-2.1323, -3.5209, -0.9649], [2.8525, -3.8609, 0.0437], [3.2414, -2.9016, 1.1786], [3.2983, -1.5138, 0.7864], [4.4570, -1.0170, 0.1116], [4.6388, -1.4614, -1.3458], [3.2027, -1.2645, -2.4508], [2.8134, -2.9891, -2.8688], [1.6609, -3.6327, -2.0895], [1.6859, -3.3900, -0.6753], [2.6863, -4.8549, 0.4875], [3.6935, -3.9746, -0.6460], [4.1920, -3.2562, 1.6234], [2.4778, -2.9750, 1.9574], [3.0215, -0.8965, 1.5578], [5.4061, -1.2860, 0.6227], [4.3899, 0.0720, 0.1305], [4.9399, -2.5071, -1.4009], [5.4576, -0.8769, -1.7730], [3.7377, -3.5601, -2.7658], [2.5618, -3.0024, -3.9318], [1.6660, -4.7080, -2.3677], [0.7258, -3.2175, -2.4730], [0.8179, -3.7502, -0.2192], [-0.4951, -2.8153, 1.7190], [-0.6066, -4.1430, 1.1084], [0.0174, -4.9658, 2.1168], [-1.6802, -4.3510, 1.3006], [0.9877, -0.6118, 6.1559], [0.6307, -1.2129, 4.7872], [-0.8934, -1.1760, 4.6060], [1.0972, -2.6756, 4.7495], [1.2980, -0.4341, 3.7226], [1.9061, 0.2260, 2.8782], [0.5038, -1.1770, 6.9616], [0.6622, 0.4289, 6.2099], [2.0685, -0.6355, 6.3081], [-1.3868, -1.7369, 5.4091], [-1.1706, -1.6186, 3.6487], [-1.2524, -0.1442, 4.6257], [0.6304, -3.2448, 5.5627], [2.1825, -2.7272, 4.8660], [0.8229, -3.1438, 3.8051]],
  "forces_ev_per_a": [[0.08, 0.05, 0.13], [0.00, 0.00, 0.01], [0.03, 0.01, 0.00], [-0.01, 0.02, 0.00], [-0.06, -0.04, 0.00], [-0.01, 0.00, -0.01], [-0.01, 0.00, 0.00], [0.01, 0.01, 0.00], [0.01, -0.02, 0.01], [0.00, 0.02, 0.00], [0.01, 0.00, 0.00], [0.00, 0.01, 0.00], [-0.01, 0.00, 0.00], [0.00, 0.01, 0.00], [0.05, 0.01, 0.04], [-0.08, -0.04, -0.05], [-0.01, 0.00, -0.02], [-0.01, -0.01, 0.01], [0.01, 0.01, -0.01], [-0.01, 0.00, 0.00], [0.00, 0.00, 0.01], [0.02, -0.01, 0.01], [-0.03, -0.02, -0.02], [0.01, -0.01, -0.03], [-0.02, 0.01, 0.04], [0.01, 0.01, 0.00], [0.00, 0.01, 0.00], [0.00, 0.00, 0.00], [0.00, 0.01, 0.00], [0.01, -0.01, 0.00], [0.00, 0.01, -0.01], [0.00, 0.00, 0.00], [0.00, 0.00, -0.01], [0.00, -0.01, 0.00], [0.00, 0.00, 0.00], [0.00, 0.00, 0.00], [0.01, 0.00, 0.01], [0.01, 0.00, 0.00], [0.01, -0.01, 0.00], [0.00, 0.00, 0.00], [0.00, 0.00, 0.00], [0.00, 0.00, 0.00], [0.00, 0.00, 0.00], [0.00, 0.00, -0.01], [-0.02, -0.01, 0.00], [0.00, 0.00, 0.00], [0.00, 0.00, 0.00], [0.00, 0.00, 0.00], [0.00, 0.00, 0.00], [0.01, -0.01, 0.00], [0.00, 0.01, 0.00], [0.00, 0.00, 0.00], [0.00, 0.01, 0.00], [0.00, 0.00, 0.00], [0.00, 0.00, 0.00], [0.00, 0.00, -0.01], [-0.01, 0.00, -0.01], [-0.02, -0.01, -0.02], [0.00, 0.00, 0.00], [0.00, 0.00, 0.00], [-0.01, 0.00, -0.01], [0.00, 0.00, 0.00], [0.00, 0.00, 0.00], [0.00, 0.00, 0.01], [0.00, 0.00, 0.00], [0.00, 0.00, 0.00], [0.00, 0.00, 0.00], [-0.01, 0.00, 0.00], [-0.01, 0.00, 0.00], [0.01, 0.01, 0.00], [-0.01, 0.00, 0.00], [0.00, 0.02, 0.01], [-0.01, -0.02, 0.00], [0.01, -0.01, -0.01], [0.01, -0.01, 0.01], [0.02, -0.02, 0.00], [-0.02, -0.01, 0.01], [0.01, 0.03, 0.00], [-0.01, 0.00, 0.01], [0.01, 0.00, 0.00], [0.00, 0.00, 0.00], [0.00, -0.01, 0.00], [0.00, 0.00, 0.00], [0.01, 0.02, 0.00], [0.00, 0.00, 0.00], [-0.01, 0.01, 0.02], [0.00, 0.00, 0.00], [0.00, 0.00, -0.01], [0.00, 0.00, 0.00], [0.00, 0.01, 0.00], [0.00, 0.00, 0.00], [0.01, 0.00, 0.01], [-0.03, 0.01, -0.02], [-0.01, -0.08, -0.05], [0.01, -0.01, -0.01], [-0.01, 0.01, 0.01], [0.01, 0.01, 0.00], [-0.01, 0.00, -0.01], [-0.01, 0.03, 0.02], [0.00, 0.01, -0.03], [0.01, 0.00, 0.02], [0.06, -0.03, 0.02], [-0.01, -0.03, -0.02], [0.00, 0.00, 0.00], [0.00, 0.00, 0.00], [0.00, 0.00, 0.00], [0.00, 0.00, 0.00], [0.00, 0.01, 0.03], [0.00, 0.00, 0.00], [0.00, 0.00, 0.00], [0.00, 0.00, 0.00], [-0.01, 0.00, -0.01]]
}